The following is a quantum chemistry calculation of a molecular structure, C36H38O2OsP2 in a non-equilibrium geometry, from the OMol25 dataset.

Results
HOMO-LUMO gap (alpha / beta) (eV): 6.778 / 4.555
2S+1: 5
Energy relative to the best compared isomer or geometry (same formula, charge and spin) (kcal/mol): 0.0
⟨S²⟩: 6.03
Total charge: +2

Positions of all 79 atoms, in Å:
Os: -0.2633 4.6394 4.1293
C: 1.0877 4.2755 5.7477
C: 1.4650 3.5241 4.5932
C: 1.2022 2.0303 4.4930
C: -0.2259 1.6448 4.0524
C: -1.2011 2.7959 4.0270
C: -1.5969 3.5188 5.1997
C: -1.0802 3.1675 6.5812
C: 0.3518 3.6452 6.9125
C: -1.1076 5.2389 2.3901
H: 1.7104 5.1458 5.9991
H: 2.3421 3.8950 4.0512
H: 1.4046 1.5460 5.4624
H: 1.9228 1.6036 3.7793
H: -0.1918 1.2167 3.0404
H: -0.6053 0.8341 4.6982
H: -1.9390 2.7520 3.2202
H: -2.6124 3.9350 5.2020
H: -1.1347 2.0800 6.7334
H: -1.7748 3.6282 7.3001
H: 0.2976 4.3956 7.7215
H: 0.9242 2.7965 7.3309
H: -0.8093 6.2660 2.1486
H: -2.2039 5.1678 2.4754
H: -0.7830 4.5794 1.5736
P: 1.7578 -1.7610 -3.1392
P: -1.4784 -1.8736 -3.3803
C: 0.8149 -3.1419 -2.4414
C: -0.5410 -3.1993 -2.5836
C: 3.2206 -2.6062 -3.8524
C: 3.6720 -3.8639 -3.4414
C: 4.8304 -4.4175 -4.0018
C: 5.5380 -3.7274 -4.9879
C: 5.0689 -2.4809 -5.4312
C: 3.9114 -1.9339 -4.8849
C: 2.4175 -0.9843 -1.5991
C: 1.5087 -0.2769 -0.7832
C: 1.9437 0.2616 0.4276
C: 3.2772 0.0980 0.8316
C: 4.1878 -0.5562 -0.0051
C: 3.7649 -1.0760 -1.2309
C: -2.5096 -2.9354 -4.4961
C: -1.8548 -3.5565 -5.5799
C: -2.5269 -4.4964 -6.3588
C: -3.8660 -4.8107 -6.0824
C: -4.5393 -4.1396 -5.0560
C: -3.8703 -3.1844 -4.2819
C: -2.6733 -1.4104 -2.0664
C: -3.3614 -0.1886 -2.2194
C: -4.3672 0.1632 -1.3234
C: -4.6780 -0.6825 -0.2480
C: -3.9466 -1.8553 -0.0547
C: -2.9207 -2.2040 -0.9412
H: 1.3692 -3.8805 -1.8466
H: -1.1249 -4.0926 -2.3127
H: 3.1346 -4.4219 -2.6794
H: 5.1760 -5.3948 -3.6624
H: 6.4469 -4.1544 -5.4206
H: 5.6069 -1.9398 -6.2122
H: 3.5247 -0.9795 -5.2475
H: 0.4712 -0.1576 -1.1051
H: 1.2468 0.8136 1.0620
H: 3.6037 0.4868 1.7971
H: 5.2296 -0.6710 0.2938
H: 4.4802 -1.5673 -1.8915
H: -0.8124 -3.3136 -5.7911
H: -2.0102 -4.9967 -7.1809
H: -4.3830 -5.5718 -6.6720
H: -5.5860 -4.3658 -4.8454
H: -4.4068 -2.6590 -3.4916
H: -3.0980 0.4747 -3.0467
H: -4.9101 1.0989 -1.4595
H: -5.4837 -0.4151 0.4402
H: -4.1676 -2.5087 0.7894
H: -2.3278 -3.0977 -0.7531
O: 0.2367 8.1451 5.2733
C: 0.0437 7.0145 4.9064
O: -1.0282 6.2515 5.1339
H: 0.8089 6.4208 4.2712

The net atomic charges from Löwdin, expressed in e, are: number 1, Os, carries 1.589; number 2, C, carries -0.246; number 3, C, carries -0.264; number 4, C, carries -0.155; number 5, C, carries -0.166; number 6, C, carries -0.294; number 7, C, carries -0.264; number 8, C, carries -0.140; number 9, C, carries -0.144; number 10, C, carries -0.212; number 11, H, carries 0.136; number 12, H, carries 0.130; number 13, H, carries 0.127; number 14, H, carries 0.111; number 15, H, carries 0.104; number 16, H, carries 0.132; number 17, H, carries 0.123; number 18, H, carries 0.144; number 19, H, carries 0.130; number 20, H, carries 0.132; number 21, H, carries 0.133; number 22, H, carries 0.136; number 23, H, carries 0.040; number 24, H, carries 0.052; number 25, H, carries 0.037; number 26, P, carries 1.101; number 27, P, carries 1.112; number 28, C, carries -0.299; number 29, C, carries -0.325; number 30, C, carries -0.396; number 31, C, carries -0.090; number 32, C, carries -0.058; number 33, C, carries -0.051; number 34, C, carries -0.061; number 35, C, carries -0.099; number 36, C, carries -0.349; number 37, C, carries -0.095; number 38, C, carries -0.082; number 39, C, carries -0.069; number 40, C, carries -0.055; number 41, C, carries -0.065; number 42, C, carries -0.356; number 43, C, carries -0.096; number 44, C, carries -0.060; number 45, C, carries -0.047; number 46, C, carries -0.053; number 47, C, carries -0.071; number 48, C, carries -0.399; number 49, C, carries -0.101; number 50, C, carries -0.070; number 51, C, carries -0.063; number 52, C, carries -0.064; number 53, C, carries -0.085; number 54, H, carries 0.085; number 55, H, carries 0.098; number 56, H, carries 0.092; number 57, H, carries 0.116; number 58, H, carries 0.119; number 59, H, carries 0.116; number 60, H, carries 0.106; number 61, H, carries 0.095; number 62, H, carries 0.085; number 63, H, carries 0.101; number 64, H, carries 0.117; number 65, H, carries 0.109; number 66, H, carries 0.106; number 67, H, carries 0.117; number 68, H, carries 0.119; number 69, H, carries 0.117; number 70, H, carries 0.105; number 71, H, carries 0.109; number 72, H, carries 0.113; number 73, H, carries 0.114; number 74, H, carries 0.114; number 75, H, carries 0.098; number 76, O, carries 0.153; number 77, C, carries -0.497; number 78, O, carries -0.146; number 79, H, carries 0.110